# 1
C3H3Br | ωB97M-V/def2-TZVPD

Structure (XYZ):
```
7
C3H3Br | the OMol25 dataset | ωB97M-V/def2-TZVPD
C 1.66629 0.09672 0.19193
C 3.43935 0.23069 -0.09018
C 0.40016 -0.32871 0.69819
Br 3.56672 -0.69625 1.56423
H -0.00645 -1.20303 0.17970
H -0.31059 0.50373 0.63930
H 0.50327 -0.57380 1.76082
```

Molecular weight = 118.961 Da
Orbital gap (alpha / beta) = 7.289 / 7.286 eV
ΔE to the lowest compared entry with this formula, charge and spin = 579.6 kJ/mol

Charges obtained by Mulliken population analysis, quoted in units of e: 0.04 -0.12 -0.71 -0.06 0.26 0.28 0.32

# 2
C5H9N | ωB97M-V/def2-TZVPD

Structure (XYZ):
```
15
C5H9N | the OMol25 dataset | ωB97M-V/def2-TZVPD
C 1.36560 -0.30512 -0.03744
C 0.50952 -1.17460 -0.87602
C 0.52444 0.92773 -0.02258
C -0.89175 0.39889 -0.46266
C -1.80095 0.01840 0.69072
N 2.55771 -0.50653 0.43461
H 0.82642 -1.27970 -1.93506
H 0.07276 -2.05902 -0.48539
H 0.31687 1.55438 0.86264
H 0.78118 1.66996 -0.81384
H -1.14985 0.64869 -1.44318
H -2.86268 0.17125 0.55541
H -1.48899 0.59247 1.66513
H -1.67306 -0.97422 0.99971
H 2.91278 0.31740 0.86795
```

Molecular weight = 83.134 Da
Orbital gap = 9.652 eV
ΔE to the lowest compared entry with this formula, charge and spin = 339.8 kJ/mol

Charges obtained by Mulliken population analysis, quoted in units of e: 0.61 -0.82 -0.78 -0.05 -1.17 -0.73 0.26 0.30 0.47 0.25 0.54 0.35 0.25 0.29 0.24

# 3
C27H50IrNO7PS2Si | ωB97M-V/def2-TZVPD

Structure (XYZ):
```
90
C27H50IrNO7PS2Si | the OMol25 dataset | ωB97M-V/def2-TZVPD
Ir 0.62868 -1.20473 -0.16157
C -1.18316 1.48946 -3.16199
C 0.03898 0.73940 -2.66078
C 0.28723 -0.54097 -3.43067
C 1.26741 1.62671 -2.67889
O -0.23253 0.35813 -1.22735
Si -1.01860 1.26906 0.02830
S -0.33536 0.01121 1.55972
O -2.60723 1.18131 -0.25638
C -3.79327 1.07428 0.58472
C -4.02862 -0.38389 0.95073
C -4.92897 1.61515 -0.26567
C -3.61205 1.90722 1.84387
O -0.43903 2.75328 -0.15283
C -0.22039 3.99569 0.56453
C 1.08610 4.57138 0.04426
C -1.37675 4.92248 0.22440
C -0.12960 3.71668 2.05567
H -1.01676 1.74088 -4.21018
H -1.33118 2.41943 -2.61286
H -2.08708 0.88647 -3.10062
H 0.66484 -0.27658 -4.41936
H -0.62258 -1.12273 -3.56199
H 1.05047 -1.15309 -2.94586
H 1.41236 2.00398 -3.69189
H 2.16050 1.06631 -2.40231
H 1.14288 2.47462 -2.00792
H -4.27237 -0.97914 0.07063
H -4.86850 -0.44789 1.64377
H -3.15089 -0.80838 1.43734
H -5.02958 1.02804 -1.17917
H -4.74109 2.65410 -0.53772
H -5.86975 1.56113 0.28296
H -2.80089 1.50815 2.45763
H -4.52264 1.87931 2.44237
H -3.40404 2.94693 1.59492
H 1.03404 4.72023 -1.03501
H 1.91896 3.90779 0.27232
H 1.27791 5.53752 0.51156
H -1.42124 5.08978 -0.85205
H -1.24219 5.88562 0.71756
H -2.32754 4.50138 0.54761
H 0.66203 2.99383 2.26113
H -1.07257 3.32816 2.44081
H 0.09766 4.63735 2.59337
C 2.57369 -4.21600 2.84076
C 1.68745 -2.99825 2.66137
C 0.22919 -3.32109 2.92461
C 2.17291 -1.82069 3.48474
O 1.70659 -2.63930 1.20173
P 3.00191 -2.24147 0.28281
O 4.25610 -2.93902 0.51353
O 2.23105 -2.30726 -1.05725
O 2.95146 -0.66771 0.68030
C 4.06445 0.27668 0.39170
C 5.13931 0.03739 1.43904
C 3.42392 1.63779 0.56006
C 4.59779 0.05031 -1.01207
H 2.42879 -4.58696 3.85583
H 3.62526 -3.97981 2.69789
H 2.29721 -5.00857 2.14420
H 0.08784 -3.52658 3.98553
H -0.08178 -4.20383 2.36401
H -0.40521 -2.47531 2.65400
H 2.26180 -2.13712 4.52456
H 1.48142 -0.98162 3.43603
H 3.15454 -1.49061 3.14956
H 4.72231 0.14096 2.44139
H 5.92787 0.78150 1.32138
H 5.57455 -0.95479 1.32958
H 3.07019 1.76298 1.58478
H 2.57505 1.75011 -0.11439
H 4.14918 2.42170 0.33939
H 5.05656 -0.93494 -1.09904
H 5.36300 0.79618 -1.22777
H 3.81027 0.13512 -1.76117
S -1.00483 -5.14487 -1.40189
C -0.08123 -3.90105 -0.72471
N -0.56097 -2.68903 -0.84396
C -1.79236 -2.69681 -1.52232
C -2.62733 -1.61714 -1.79730
C -3.78792 -1.84483 -2.50411
C -4.14720 -3.12943 -2.92885
C -3.35139 -4.21183 -2.63008
C -2.17524 -3.97988 -1.92036
H 0.86633 -4.09765 -0.25409
H -2.38526 -0.63354 -1.44085
H -4.44137 -1.01123 -2.72661
H -5.06336 -3.27526 -3.48426
H -3.62616 -5.21230 -2.93480
```

Molecular weight = 816.108 Da
Orbital gap = 7.943 eV
ΔE to the lowest compared entry with this formula, charge and spin = 0.0 kJ/mol
Charge = +1

Charges obtained by Mulliken population analysis, quoted in units of e: 2.30 -1.35 1.61 -1.58 -1.20 0.82 -1.16 -0.88 -0.49 1.59 -1.31 -1.53 -1.42 1.33 1.60 -1.49 -1.49 -1.23 0.67 0.08 0.16 0.58 0.21 0.25 0.57 -0.02 -0.10 0.30 0.60 0.12 0.22 0.32 0.40 0.23 0.62 0.15 0.28 0.22 0.49 0.29 0.48 0.19 0.16 0.17 0.54 -1.65 1.04 -1.22 -1.33 0.16 0.54 -0.93 -0.92 0.22 1.19 -1.93 -1.24 -1.52 0.49 0.41 0.27 0.51 0.32 0.14 0.54 0.16 0.23 0.36 0.51 0.40 0.41 -0.21 0.60 0.50 0.48 0.11 -0.27 -0.15 0.43 -0.87 0.08 -1.41 -0.87 -0.52 0.84 0.32 1.19 0.43 0.44 0.44

# 4
C35H58IO18PS | ωB97M-V/def2-TZVPD

Structure (XYZ):
```
114
C35H58IO18PS | the OMol25 dataset | ωB97M-V/def2-TZVPD
C 2.50009 2.09760 -0.60729
C 1.37991 2.30341 0.58696
C 0.74461 0.91113 1.17346
I 2.31220 0.05470 2.51185
C 0.24938 -0.16352 0.03917
C -0.51355 0.50510 -1.25845
O -1.93031 0.65203 -0.89260
C -2.33010 2.05917 -0.74073
P -3.60708 2.08123 0.73027
O -4.20292 0.42413 0.93833
O -2.76551 2.65890 2.15469
S -5.16756 3.16134 0.24164
O -0.78276 -1.02118 0.70907
C -0.19302 -2.28403 1.17664
H 3.42202 2.81198 -0.35298
H 2.08676 2.44365 -1.64718
H 2.92431 1.00709 -0.58513
H 1.95737 2.85898 1.47178
H 0.55908 3.09218 0.22797
H -0.18535 1.08831 1.89771
H 1.14268 -0.81123 -0.40898
H -0.46071 -0.30887 -2.12460
H -0.00490 1.46816 -1.68486
H -1.45138 2.81186 -0.56646
H -2.94983 2.47876 -1.66932
H -3.71372 0.02156 1.73473
H -1.78305 2.57137 1.90000
H 0.12844 -2.18676 2.31630
H -1.08014 -3.08283 1.17359
H 0.64001 -2.73273 0.48827
O -0.30666 -5.33421 0.82652
C -1.19356 -6.01242 1.31808
O -1.16712 -6.51046 2.58908
C -2.30829 -7.34312 2.78958
C -3.31326 -6.89507 1.76089
C -2.43860 -6.45838 0.61298
H -2.00792 -8.38692 2.65022
H -2.68343 -7.21532 3.80917
H -4.03101 -7.67467 1.49217
H -3.87572 -6.03408 2.14214
H -2.19393 -7.29131 -0.05197
H -2.89119 -5.63612 0.05399
O 5.71508 1.66546 0.58639
C 6.05551 0.52898 0.30229
O 6.89207 0.21102 -0.72885
C 6.98359 -1.20875 -0.83686
C 6.59192 -1.73682 0.51837
C 5.58857 -0.71637 0.99311
H 6.30250 -1.54366 -1.62624
H 8.00509 -1.49300 -1.10588
H 6.19759 -2.75593 0.48578
H 7.46339 -1.73229 1.18435
H 4.57585 -0.95391 0.65579
H 5.61814 -0.59967 2.07889
O -11.25194 4.84152 3.01600
C -10.06708 4.73945 2.74417
O -9.47212 5.32405 1.66322
C -8.10981 4.90542 1.59515
C -7.75781 4.46797 2.99289
C -9.06694 3.92652 3.50904
H -8.03150 4.08735 0.87141
H -7.48471 5.73760 1.25849
H -6.94124 3.74175 3.02389
H -7.45950 5.33833 3.58997
H -9.19779 2.87029 3.25790
H -9.17025 4.08483 4.58500
O -10.78512 0.04334 -3.57403
C -9.90964 0.45233 -2.82941
O -8.68804 -0.13885 -2.67980
C -7.96286 0.53773 -1.65406
C -8.58692 1.90556 -1.56180
C -10.02707 1.63623 -1.91795
H -8.06419 -0.02912 -0.72262
H -6.90406 0.58970 -1.92398
H -8.45847 2.37211 -0.58150
H -8.14066 2.56839 -2.31314
H -10.61736 1.35526 -1.04135
H -10.47883 2.48712 -2.43303
O 4.69603 -1.22931 4.07045
C 4.84613 -1.00645 5.26040
O 6.05660 -0.80585 5.85933
C 5.86745 -0.68382 7.26827
C 4.42746 -0.27765 7.44256
C 3.74932 -0.95839 6.28062
H 6.08629 -1.64993 7.73507
H 6.55456 0.06718 7.66889
H 4.01561 -0.55877 8.41545
H 4.33336 0.80999 7.33672
H 3.44610 -1.97955 6.52780
H 2.89788 -0.37841 5.91717
O 0.94263 0.83845 -5.39447
C 1.25663 2.01487 -5.31951
O 1.07335 2.79147 -4.21159
C 1.45153 4.13385 -4.51287
C 2.38452 4.02939 -5.69081
C 1.85079 2.82811 -6.42937
H 0.54836 4.70693 -4.74746
H 1.94059 4.58309 -3.64361
H 2.41505 4.93818 -6.29771
H 3.40293 3.82221 -5.34021
H 1.06092 3.10173 -7.13439
H 2.64947 2.28078 -6.93530
O 10.38875 -3.78595 -3.12077
C 9.51233 -3.28524 -3.80587
O 9.69002 -2.19304 -4.60569
C 8.43512 -1.81791 -5.17163
C 7.58341 -3.05867 -5.10826
C 8.08551 -3.74058 -3.86074
H 8.01713 -0.99613 -4.58076
H 8.58199 -1.47595 -6.20027
H 6.51154 -2.84451 -5.08866
H 7.78596 -3.69264 -5.98008
H 7.56345 -3.38889 -2.96655
H 8.02157 -4.82792 -3.94449
```

Molecular weight = 956.776 Da
Orbital gap = 9.220 eV
SMILES string = CC[C@H](I)[C@H](COCP(O)(O)=S)OC.O=C1CCCO1.O=C1CCCO1.O=C1CCCO1.O=C1CCCO1.O=C1CCCO1.O=C1CCCO1.O=C1CCCO1

These are the Mulliken partial charges, in e, on atoms 1 to 99: -0.32 -0.26 -0.71 0.11 0.34 -0.29 -0.32 -0.28 0.79 -0.48 -0.57 -0.43 -0.24 -0.38 0.31 -0.06 -0.01 0.46 0.02 0.29 0.30 0.26 0.01 0.11 0.30 0.31 0.36 0.20 -0.06 0.28 -0.59 0.55 -0.34 -0.44 -0.48 -0.35 0.27 0.31 0.31 0.26 0.26 0.25 -0.61 0.39 -0.38 -0.04 -0.59 0.58 0.06 0.20 0.36 0.28 -0.14 -0.12 -0.59 0.44 -0.37 0.48 -0.40 -0.37 -0.54 0.28 0.27 0.31 0.25 0.28 -0.59 0.44 -0.35 -0.37 0.05 -0.41 0.25 0.25 -0.22 0.29 0.28 0.31 -0.54 0.34 -0.34 -0.41 -0.57 -0.15 0.26 0.31 0.32 0.27 0.26 0.21 -0.60 0.50 -0.32 -0.37 -0.56 -0.39 0.28 0.32 0.34

# 5
C24H54ClN3O4 | ωB97M-V/def2-TZVPD

Structure (XYZ):
```
86
C24H54ClN3O4 | the OMol25 dataset | ωB97M-V/def2-TZVPD
Cl -9.98824 0.34857 -11.77113
O -9.22944 -0.11476 -12.92758
O -11.04763 -0.61143 -11.41308
O -9.19991 0.28049 -10.58472
O -10.60741 1.62796 -12.01324
C -3.57625 -5.47066 -9.25567
C -4.49144 -4.19180 -9.17000
C -6.00570 -4.67283 -9.08991
N -7.08742 -3.58054 -8.91099
C -6.89367 -2.96092 -7.46326
C -8.50686 -4.20051 -9.10805
C -9.05707 -3.58168 -10.38690
C -7.87568 -3.20706 -11.09564
C -7.05355 -2.56810 -10.04632
H -3.85789 -6.03121 -10.14706
H -3.71531 -6.08956 -8.36927
H -2.50253 -5.28309 -9.24919
H -4.23641 -3.56691 -10.02590
H -4.11494 -3.68779 -8.27988
H -6.12796 -5.44709 -8.33250
H -6.22145 -5.11722 -10.06154
H -6.86928 -3.92725 -6.95957
H -7.70168 -2.28014 -7.19536
H -5.91863 -2.47795 -7.39901
H -9.09903 -4.14153 -8.19483
H -8.39503 -5.26963 -9.28850
H -9.75026 -2.79918 -10.07824
H -9.78012 -4.17655 -10.94499
H -7.99493 -2.49515 -11.91237
H -7.47497 -4.11267 -11.55106
H -7.34756 -1.58136 -9.68853
H -6.01525 -2.48591 -10.36774
C -14.64472 3.60706 -11.47620
C -14.44618 3.53508 -13.00873
C -13.33373 2.53860 -13.42021
N -13.39809 2.09658 -14.87263
C -13.04398 3.22249 -15.84919
C -12.68081 0.75654 -15.23044
C -13.64957 -0.19035 -15.95669
C -14.77590 0.58367 -16.35879
C -14.81445 1.60237 -15.19537
H -13.66440 3.85761 -11.07088
H -14.92038 2.62001 -11.10494
H -15.40716 4.27634 -11.07763
H -14.28281 4.55304 -13.36249
H -15.42870 3.26550 -13.39614
H -13.24683 1.64404 -12.80352
H -12.36836 3.02388 -13.27644
H -13.04535 2.80920 -16.85780
H -12.09892 3.75317 -15.73364
H -13.93449 3.84984 -15.81049
H -11.74827 0.93031 -15.76733
H -12.28320 0.23252 -14.36132
H -13.14476 -0.63536 -16.81415
H -13.88972 -1.01214 -15.28210
H -14.71898 0.96888 -17.37686
H -15.70450 0.01341 -16.33381
H -15.40725 2.50315 -15.35436
H -15.08472 1.21464 -14.21317
C -5.51545 -1.63804 -14.08393
C -5.09293 -0.12312 -14.10783
C -6.20784 0.80126 -14.62623
N -5.96294 2.15737 -14.04113
C -4.63975 2.78599 -14.52917
C -6.04736 2.17898 -12.48437
C -6.65617 3.50215 -12.01962
C -7.79656 3.64863 -13.00037
C -7.14265 3.18119 -14.29780
H -5.57611 -2.05559 -15.08896
H -6.45509 -1.66179 -13.53201
H -4.85956 -2.33643 -13.56414
H -4.24326 0.09459 -14.75495
H -4.65337 0.10162 -13.13604
H -7.23040 0.59813 -14.30811
H -6.29273 0.93558 -15.70458
H -4.47736 3.74105 -14.02959
H -4.59235 2.69559 -15.61438
H -3.84248 2.13657 -14.16765
H -5.06571 1.96837 -12.06000
H -6.76826 1.40236 -12.22887
H -5.88055 4.26331 -12.10426
H -7.04513 3.44149 -11.00319
H -8.25422 4.63727 -13.03571
H -8.58243 2.99094 -12.62896
H -6.64721 3.95184 -14.88834
H -7.91306 2.61750 -14.82395
```

Molecular weight = 484.166 Da
Orbital gap = 9.692 eV
Charge = +2

Charges obtained by Mulliken population analysis, quoted in units of e: 1.65 -0.61 -0.75 -0.68 -0.56 -1.39 -0.19 -0.83 0.50 -1.02 -0.69 -0.53 -0.11 -0.46 0.36 0.35 0.39 0.32 0.24 0.53 0.33 0.43 0.36 0.36 0.42 0.19 0.15 0.50 -0.09 0.24 0.41 0.16 -1.41 -0.21 -0.67 0.35 -0.98 -0.21 -0.64 -0.73 -0.88 0.34 0.34 0.38 0.34 0.26 0.42 0.41 0.41 0.28 0.42 0.40 0.02 0.32 0.36 0.33 0.36 0.44 0.51 -1.14 -0.46 -0.51 0.30 -1.09 -0.73 -0.79 -0.09 -0.55 0.40 0.04 0.40 0.45 0.37 0.21 0.47 0.43 0.37 0.42 0.37 0.40 0.32 0.46 0.42 -0.15 0.37 0.37

# 6
C3H3F3O2 | ωB97M-V/def2-TZVPD

Structure (XYZ):
```
11
C3H3F3O2 | the OMol25 dataset | ωB97M-V/def2-TZVPD
C -1.22234 -0.14302 -0.28017
C 1.40148 -0.22599 0.33924
C 0.31902 0.70173 -0.33664
O -1.47106 -0.57822 -1.37726
O -2.07998 -0.35673 0.79672
F 2.49333 -0.35156 -0.44075
F 0.94038 -1.45476 0.53166
F 0.38931 1.83487 0.37294
H 0.31016 0.99841 -1.30839
H 1.83769 0.05996 1.35971
H -2.91799 -0.48470 0.34294
```

Molecular weight = 128.049 Da
Orbital gap = 11.496 eV
ΔE to the lowest compared entry with this formula, charge and spin = 19.0 kJ/mol
SMILES string = O=C(O)[C@@H](F)C(F)F

Charges obtained by Mulliken population analysis, quoted in units of e: 0.46 0.32 0.09 -0.49 -0.44 -0.26 -0.25 -0.27 0.29 0.20 0.35

# 7
C3H6N2O | ωB97M-V/def2-TZVPD

Structure (XYZ):
```
12
C3H6N2O | the OMol25 dataset | ωB97M-V/def2-TZVPD
N -2.03967 -1.23310 0.35958
C -1.29240 -0.35362 -0.24897
C 1.41133 1.12941 0.23535
O 1.05854 0.20269 1.21565
C 1.84271 0.47536 -1.02955
N 2.14296 -0.04498 -2.01725
H -2.05301 -1.24182 1.37263
H -2.60189 -1.96191 -0.06870
H -1.39357 -0.49207 -1.34173
H 0.55931 1.78167 -0.01868
H 2.22935 1.75709 0.60074
H 0.13633 -0.01873 0.94094
```

Molecular weight = 86.094 Da
Orbital gap = 10.093 eV
ΔE to the lowest compared entry with this formula, charge and spin = 344.6 kJ/mol

Charges obtained by Mulliken population analysis, quoted in units of e: -0.24 -0.28 -0.38 -0.51 0.35 -0.41 0.24 0.23 0.17 0.30 0.30 0.25